1:
The following is a quantum chemistry calculation of the molecule C7H12, from the Open Molecules 2025 dataset.

Geometry as XYZ:
```
19
Properties=species:S:1:pos:R:3
H 1.27081 1.68859 1.28598
H 2.25501 0.47416 2.23338
C -0.54918 -0.96275 -1.23507
H -0.25539 -0.50749 -2.17899
H -0.85734 1.57885 1.04653
H -2.03039 2.70774 -0.85212
C -1.91144 1.61643 -0.91130
H 1.04708 -2.48066 0.34315
H -0.05114 -1.91024 -1.10285
C 1.60052 -1.69990 0.85721
C 0.93376 -0.33657 0.79056
H 1.79292 -1.96633 1.89795
H 2.59039 -1.63069 0.41491
C -0.95173 1.08735 0.08417
H -1.62794 -1.03403 -1.28068
H -1.68721 1.40168 -1.95511
H -2.95064 1.29664 -0.75201
C 1.55376 0.66170 1.42531
C -0.17183 0.01552 -0.11102
```

Properties
LUMO energy, Ha: 0.039
SMILES string: C=C(C)/C(C)=C/C

***

2:
The following is a quantum chemistry calculation of a 2-piece molecular cluster, C7H12 overall, from the Open Molecules 2025 dataset.

Geometry as XYZ:
```
19
Properties=species:S:1:pos:R:3
C -1.51232 -0.99536 -0.36688
C 2.47301 -0.53392 0.64859
H -1.16105 -1.96962 -0.73184
C 1.58157 0.59494 0.26254
H -1.77998 0.09709 -2.37368
C -1.28006 0.07951 -1.41524
H 3.03577 -0.39214 1.56964
H 0.07450 1.77541 -1.60785
H -1.70384 1.95194 0.75514
H 2.03112 1.41874 -0.29086
H 1.89265 -1.46129 0.70946
C -0.34922 0.95373 -1.03964
C 0.25300 0.50146 0.21200
H -1.29013 -0.09739 1.61823
H -0.09658 -1.33936 1.32320
C -0.65475 -0.53543 0.83437
H -2.12144 1.72352 0.18398
H -2.57055 -1.11124 -0.10864
H 3.17831 -0.66060 -0.18251
```

Properties
LUMO energy, Ha: 0.040
SMILES string: C/C=C1/C=CCC1.[H][H]

***

3:
The following is a quantum chemistry calculation of a 2-piece molecular cluster, C7H12 overall, from the Open Molecules 2025 dataset.

Geometry as XYZ:
```
19
Properties=species:S:1:pos:R:3
C -1.05095 -0.83457 -0.04026
H 2.88781 0.34001 -0.29960
H 0.58821 -1.18172 1.47248
H -1.18386 1.04965 -1.27659
H 0.65865 1.18089 0.42926
H 0.84818 -1.90200 -0.13785
C 0.72105 0.27847 -0.28019
C -0.18115 1.82743 1.61654
H -3.14876 -0.69982 0.07870
C 0.38002 -1.06715 0.40607
H 2.15399 -0.39575 -1.73740
C -0.58808 0.15033 -1.09682
H -1.21801 1.68311 1.23527
H 2.12374 1.36579 -1.52876
H -0.39056 -0.34480 -2.05674
H -2.31933 -1.74037 1.37557
C -2.23103 -1.11073 0.49348
H -0.09896 0.99029 2.34690
C 2.04903 0.41094 -1.00009
```

Properties
LUMO energy, Ha: -0.009

***

Of them, 1 has the highest stability.

***

1:
The following is a quantum chemistry calculation of a 2-piece molecular cluster, C7H12 overall, from the Open Molecules 2025 dataset.

Geometry as XYZ:
```
19
Properties=species:S:1:pos:R:3
H -2.15606 -0.66578 1.18831
H 2.07657 1.87789 0.43854
C -2.82910 -1.27077 -1.61297
H 1.68834 -0.45622 -1.57171
H 0.47565 -0.75922 0.61614
H -3.02334 -2.32754 -1.45600
C 1.72432 0.89137 2.28990
C 0.63337 0.24347 0.21692
H 2.79756 0.23097 0.57850
C -0.41421 -0.36060 -1.80634
C -1.58133 -0.80583 -1.74742
C 1.97964 0.88687 0.89403
H 1.02067 1.19011 -1.72127
H 1.20544 1.71724 2.76703
H -3.68330 -0.60048 -1.63642
H -2.47353 -0.87196 0.53725
H -0.22144 0.87240 0.46628
C 0.82217 0.17791 -1.34904
H 1.95856 0.03014 2.90827
```

Properties
LUMO energy (alpha / beta), Ha: -0.014 / 0.016

***

2:
The following is a quantum chemistry calculation of the molecule C7H12, from the Open Molecules 2025 dataset.

Geometry as XYZ:
```
19
Properties=species:S:1:pos:R:3
H -0.62578 1.51862 2.33574
H 0.36317 -3.10750 -0.23418
H 1.21306 1.91856 1.28588
H 1.97668 0.42647 -0.82600
H -0.93914 0.05228 1.33472
C 0.49298 -0.98449 -0.39152
H -0.92884 -1.90734 -1.70884
H -1.30089 1.07836 -1.20612
H -1.61806 1.58998 0.89758
C -0.72848 1.12264 1.32756
H 1.52801 -2.26659 0.92323
C 1.31702 0.21696 0.01143
C 0.56586 1.43921 0.56271
C -1.46220 0.06893 -1.56720
H -2.32740 -0.13067 -2.19027
H 1.93503 -0.14715 0.82912
C -0.63270 -0.92413 -1.33336
H 0.38228 2.21176 -0.17822
C 0.78938 -2.17588 0.12774
```

Properties
LUMO energy, Ha: 0.041
SMILES string: C=CC(=C)CCC

***

3:
The following is a quantum chemistry calculation of the molecule C7H12, from the Open Molecules 2025 dataset.

Geometry as XYZ:
```
19
Properties=species:S:1:pos:R:3
H 1.30027 2.55689 -1.19918
C -0.14909 0.48625 0.12538
H -1.37821 0.52721 -1.62214
H 1.40443 0.87413 1.47585
C -1.28889 -1.83139 -0.08109
H 2.83543 2.11357 -0.27547
C -1.55745 -2.81338 0.79131
H 1.96090 0.91474 -1.14912
H -0.73969 -3.11266 1.44155
H -1.38163 2.05964 -0.74556
H 0.80925 -1.31862 -0.56149
C 1.80625 1.83403 -0.53632
H -1.90558 -1.67797 -0.95404
H 0.53397 2.37854 1.14111
C -0.98999 1.04760 -0.75700
C 0.95404 1.48843 0.67961
H 0.30271 -1.32423 1.14228
H -2.54021 -3.21853 0.92412
C 0.02349 -0.98427 0.16020
```

Properties
LUMO energy, Ha: 0.041
SMILES string: C=CCC(=C)CC

***

Of them, 2 has the highest stability.